## A
15
Properties=species:S:1:pos:R:3 method="wB97M-V/def2-TZVPD" e_lumo_ev="-3.838 / -8.726" charge=+1 s_squared=0.756 spin_multiplicity=2
O 0.45963 -1.51807 -0.94571
C -0.36227 -1.13415 -0.10109
N -0.72421 -1.78930 0.98455
C -1.12121 0.28584 -0.41805
N -0.66595 1.29937 0.41816
C 0.72928 1.78619 0.20086
O 1.75836 0.86762 -0.26594
H -0.29481 -2.79334 0.89435
H -1.45392 -1.47032 1.68980
H -2.20390 0.05656 -0.13855
H -1.10377 0.34003 -1.60040
H -1.39743 2.08338 0.52946
H 1.04319 2.24310 1.09704
H 0.68638 2.52027 -0.62743
H 1.23659 0.02610 -0.06036

***

## B
15
Properties=species:S:1:pos:R:3 method="wB97M-V/def2-TZVPD" e_lumo_ev="-4.126 / -9.198" charge=+1 s_squared=0.755 spin_multiplicity=2
N 0.77785 -0.40075 1.17216
C 0.27726 -0.44473 -0.31365
C 0.51127 1.04744 -0.82460
O 1.98735 1.24898 -0.62037
C -1.20176 -0.88323 -0.45513
N -1.93602 -0.70291 0.70393
O -1.66449 -0.91915 -1.63214
H 1.77642 -0.16257 0.95407
H 0.55009 -1.27813 1.83050
H 1.00055 -1.07508 -0.81455
H 0.16753 1.18656 -1.82998
H -0.06481 1.67990 0.00894
H 2.12153 2.11695 -0.32506
H -2.83375 -0.29937 0.64140
H -1.46902 -1.11391 1.50449

***

Stability check: which of them is most stable? A.

***

## A
15
Properties=species:S:1:pos:R:3 method="wB97M-V/def2-TZVPD" e_lumo_ev=0.567 smiles="[H]/N=C1/NC(=S)N[C@H]1C"
H 1.06770 -0.31102 -2.36068
N 0.19975 -0.79170 -2.14159
C -0.25165 -0.39220 -1.03478
N -1.41380 -0.89078 -0.45498
C -1.69636 -0.33242 0.76817
S -2.98794 -0.68268 1.72395
N -0.70007 0.55209 1.02711
C 0.29753 0.63763 -0.05230
C 1.71263 0.32904 0.41904
H -1.99827 -1.59235 -0.86783
H -0.70659 1.10867 1.85388
H 0.25157 1.61429 -0.52490
H 1.77389 -0.66417 0.87501
H 2.41078 0.35755 -0.40717
H 2.04083 1.05806 1.17707

***

## B
15
Properties=species:S:1:pos:R:3 method="wB97M-V/def2-TZVPD" e_lumo_ev=0.833 smiles="Cc1c[nH]c(=S)n1N"
C -2.01904 -0.03599 -0.08199
C -0.57054 0.28817 0.20588
C -0.04477 1.50589 -0.01487
N 1.33170 1.53409 0.00426
C 1.85436 0.30231 0.05823
S 3.28936 -0.47130 -0.07412
N 0.43411 -0.63306 0.29422
N 0.34908 -1.98820 -0.02687
H -2.52964 -0.37685 0.91065
H -2.12792 -0.84480 -0.73578
H -2.65847 0.71523 -0.48659
H -0.64551 2.46118 0.19149
H 2.01635 2.23294 0.19481
H 1.11139 -2.35857 0.48795
H 0.20953 -2.33104 -0.92726

***

Stability check: which of them is most stable? A.

***

## A
55
Properties=species:S:1:pos:R:3 method="wB97M-V/def2-TZVPD" e_lumo_ev=-7.096 charge=+2
Pd -0.42325 0.63904 -0.33767
Se 5.28645 -0.47685 4.44515
N 5.21241 -0.16530 2.70314
C 3.94542 -0.10917 2.37795
C 3.47956 0.15254 1.02264
C 4.31848 0.34847 -0.07902
C 3.75248 0.57873 -1.31426
C 2.36778 0.62393 -1.44652
N 1.56673 0.44178 -0.39958
C 2.10572 0.20481 0.81987
C 1.16202 -0.01995 1.89412
N -0.14786 0.03173 1.55206
C -1.07517 -0.18908 2.48001
C -0.72975 -0.48151 3.79577
C 0.59736 -0.53281 4.16214
C 1.57613 -0.29856 3.19070
C 3.01046 -0.32970 3.44274
N 3.52678 -0.56279 4.62316
H 5.39182 0.31579 0.05575
H 4.36388 0.73549 -2.19149
H 1.89486 0.82881 -2.39640
H -2.10680 -0.10753 2.17065
H -1.51821 -0.65111 4.51496
H 0.89681 -0.74663 5.17995
F -0.12673 3.73994 -0.50593
C -0.30227 4.01795 -1.80064
F -0.97843 5.12814 -1.94502
F 0.87986 4.09847 -2.38420
S -1.20629 2.61029 -2.61335
O -0.33240 1.43009 -2.27072
O -1.28869 2.89772 -3.99317
N -2.63915 2.43356 -1.97885
S -2.97816 2.31887 -0.44319
O -2.88155 3.48965 0.34817
O -2.35859 1.09354 0.16181
C -4.74680 1.78962 -0.53704
F -5.16505 1.60248 0.70064
F -4.81334 0.63016 -1.20435
F -5.46067 2.70002 -1.14448
C -2.17269 -3.26705 -0.37770
Si -0.61495 -2.67343 -1.14025
C 0.86144 -2.88186 -0.06723
C -0.22786 -2.54843 -2.92787
H -1.95447 -4.12113 0.26813
H -2.90971 -3.54590 -1.12941
H -2.60625 -2.48765 0.25351
H 1.06952 -3.95943 -0.16364
H 0.67893 -2.69084 0.98963
H 1.74879 -2.35506 -0.41450
H -1.03639 -2.94861 -3.53990
H 0.69860 -3.08724 -3.13789
H -0.07127 -1.50511 -3.21273
O -2.22524 -0.93526 -1.86248
H -3.09036 -0.73059 -1.48173
H -2.20392 -0.47305 -2.71147

***

## B
55
Properties=species:S:1:pos:R:3 method="wB97M-V/def2-TZVPD" e_lumo_ev=-7.617 charge=+2
Pd -0.69265 -0.13709 0.59256
Se -3.77278 3.97381 -4.90839
N -3.46004 4.28349 -3.18650
C -2.83578 3.24004 -2.71089
C -2.39617 3.12765 -1.33283
C -2.51987 4.13516 -0.37171
C -2.01785 3.92161 0.89594
C -1.43036 2.70105 1.20983
N -1.33160 1.73206 0.30685
C -1.78342 1.93495 -0.95580
C -1.51878 0.87858 -1.89846
N -0.83008 -0.18570 -1.41907
C -0.42770 -1.14302 -2.24547
C -0.74315 -1.10477 -3.60060
C -1.47660 -0.05124 -4.10474
C -1.86522 0.98187 -3.24343
C -2.57496 2.17577 -3.65366
N -2.99353 2.38048 -4.87456
H -2.99426 5.07030 -0.63953
H -2.08067 4.68386 1.65889
H -1.05814 2.48677 2.20146
H 0.13615 -1.95811 -1.81219
H -0.40545 -1.91069 -4.23609
H -1.74030 0.00235 -5.15281
F 1.75883 -4.46772 1.54452
C 2.05563 -3.44172 2.30736
F 3.34721 -3.16833 2.23976
F 1.69189 -3.63782 3.54632
S 1.15787 -1.91488 1.65731
O 2.19666 -1.23094 0.83703
O 0.68003 -1.16514 2.77681
N 0.02844 -2.26908 0.60648
S -0.96865 -3.56315 1.02647
O -0.95676 -3.70477 2.44310
O -0.65343 -4.60444 0.12331
C -2.70453 -3.02931 0.53083
F -2.92198 -3.36191 -0.72425
F -2.89780 -1.70222 0.66390
F -3.53788 -3.64746 1.33372
C 3.48966 0.43594 2.85810
Si 3.53036 0.00186 1.05659
C 2.93162 1.34950 -0.08821
C 5.02626 -0.90488 0.46305
H 4.29780 1.14369 3.06100
H 3.65435 -0.43192 3.50027
H 2.55501 0.91122 3.15569
H 3.75993 1.72333 -0.69236
H 2.51118 2.19706 0.45526
H 2.17457 0.97094 -0.78149
H 5.86479 -0.20827 0.39187
H 4.86640 -1.32302 -0.53292
H 5.32226 -1.71410 1.13120
O -1.65797 0.09613 2.61338
H -1.19918 -0.39902 3.30942
H -2.58939 -0.15875 2.66768

***

Stability check: which of them is most stable? B.